No. 1
C6H12N2O | ωB97M-V with the def2-TZVPD basis set

Relative energy (zero: lowest compared OMol25 entry of this formula, charge and spin) ... 438.10 kJ/mol
Frontier orbital gap ... 8.87 eV
Calculated total energy ... -11440.13015 eV

Cartesian coordinates (Å):
O (1.4425, 1.7464, 0.4714)
N (-0.7471, -0.1380, -1.3358)
N (-0.2562, -0.3671, 1.9834)
C (1.3850, 1.5379, -0.9496)
C (0.0243, 1.6651, -1.5019)
C (-0.0596, -2.6524, 1.1216)
C (-0.9827, -0.8426, -0.3023)
C (0.0089, -1.1636, 0.7843)
C (-0.8669, 2.3746, -2.0308)
H (1.7869, 0.5352, -1.1080)
H (0.1715, -3.2649, 0.2489)
H (2.0296, 2.2547, -1.4710)
H (-0.0213, 0.6040, 1.8124)
H (-1.2280, -0.4245, 2.2693)
H (0.6525, -2.8765, 1.9143)
H (-1.5172, 0.0037, -1.9894)
H (1.1336, 2.6451, 0.6371)
H (1.0124, -0.9058, 0.4504)
H (-2.0019, -1.2022, -0.1191)
H (-1.0565, -2.9244, 1.4773)
H (-0.9095, 3.3953, -2.3624)

Results of the Mulliken charge analysis, in e, for atoms 1 through 5: number 1, O, carries -0.515; number 2, N, carries -0.423; number 3, N, carries -0.641; number 4, C, carries -0.864; number 5, C, carries 0.786

***

No. 2
H4INSi | ωB97M-V with the def2-TZVPD basis set

Relative energy (zero: lowest compared OMol25 entry of this formula, charge and spin) ... 243.90 kJ/mol
Frontier orbital gap (spin up / spin down) ... 6.25 / 6.25 eV
Calculated total energy ... -17531.85301 eV

Cartesian coordinates (Å):
I (4.0127, 0.3419, 0.3081)
Si (0.5784, -0.7295, -0.3040)
N (-0.1023, 0.7275, 0.2103)
H (0.3973, 1.4946, 0.4830)
H (0.1734, -1.1662, -1.6002)
H (-1.1588, 0.9319, 0.0972)
H (1.0801, -1.5912, 0.9281)

Results of the Mulliken charge analysis, in e, for atoms 1 through 5: number 1, I, carries -0.509; number 2, Si, carries 0.322; number 3, N, carries -0.386; number 4, H, carries 0.255; number 5, H, carries -0.009

***

No. 3
C12H36K5O10P | ωB97M-V with the def2-TZVPD basis set

Relative energy (zero: lowest compared OMol25 entry of this formula, charge and spin) ... 1084.57 kJ/mol
Frontier orbital gap ... 2.76 eV
Calculated total energy ... -124403.38079 eV
Net charge ... +2

Cartesian coordinates (Å):
K (-0.1230, 1.8094, -5.6779)
K (0.3684, -3.5469, -3.2656)
K (4.7819, 3.1746, -2.6399)
K (4.5761, -0.7203, -6.3069)
K (-0.8629, 1.7171, 1.6479)
P (1.2367, 0.2159, -1.6966)
O (2.4217, -4.7969, 0.4935)
O (1.1215, -1.0600, -0.8286)
O (5.4505, 1.3422, 1.8782)
O (-3.7127, 3.4777, -1.3323)
O (2.0116, 1.3130, -0.8027)
O (-1.3075, -2.9064, 2.0928)
O (1.7226, 4.5643, 1.0958)
O (-3.0290, -1.7529, -3.7316)
O (1.8976, -0.0624, -3.0952)
O (-0.2344, 0.7458, -1.9700)
C (2.1563, -5.5268, 1.6465)
C (-4.5632, -3.5060, -2.9566)
C (-2.7182, -4.7038, 3.1094)
C (-4.9569, 3.5639, -1.9865)
C (-4.0940, -2.0336, -2.9991)
C (0.5325, 5.6484, -0.8002)
C (2.9706, -4.8842, 2.7374)
C (-2.3695, -3.9063, 1.8396)
C (5.5263, 2.0380, 3.0919)
C (6.9876, 1.7122, 3.6717)
C (-5.4941, 4.8274, -1.4478)
C (1.6387, 5.7284, 0.3019)
H (2.6191, 5.9801, -0.1026)
H (0.4555, 4.6662, -1.2666)
H (2.9769, -3.7943, 2.7267)
H (-4.9134, 3.5982, -3.0751)
H (7.1699, 2.1227, 4.6649)
H (7.2033, 0.6451, 3.7253)
H (5.3969, 3.1067, 2.9207)
H (1.8906, 3.8336, 0.4962)
H (-3.8347, -4.2920, -2.7574)
H (4.8161, 1.7344, 3.8610)
H (-5.0631, -3.7019, -2.0080)
H (0.5583, 6.4573, -1.5304)
H (1.4423, 6.5593, 0.9796)
H (-2.2999, -4.6024, 1.0037)
H (-0.4379, 5.6853, -0.3050)
H (-6.2942, 5.0619, -2.1499)
H (-3.0794, 2.9072, -1.7739)
H (-4.8591, -1.3196, -3.3038)
H (-1.8623, -5.3331, 3.3536)
H (2.2115, -3.8706, 0.6329)
H (-3.7584, -1.8497, -1.9785)
H (2.4357, -6.5798, 1.6097)
H (-2.9607, -4.1045, 3.9870)
H (-3.1977, -3.2708, 1.5260)
H (-2.4438, -1.1440, -3.2752)
H (-5.6819, 2.7951, -1.7192)
H (-3.5723, -5.3631, 2.9546)
H (4.0112, -5.2061, 2.7757)
H (-4.7650, 5.6357, -1.3915)
H (-5.9247, 4.6190, -0.4684)
H (-0.8445, -2.7555, 1.2655)
H (7.7319, 2.2489, 3.0835)
H (1.0987, -5.5472, 1.9094)
H (2.6013, -5.0559, 3.7484)
H (4.5599, 1.3817, 1.5218)
H (-5.3215, -3.7197, -3.7099)

Results of the Mulliken charge analysis, in e, for atoms 1 through 5: number 1, K, carries 0.923; number 2, K, carries 0.904; number 3, K, carries 0.925; number 4, K, carries 0.948; number 5, K, carries 0.942

***

No. 4
C37H49F6N5O24P | ωB97M-V with the def2-TZVPD basis set

Frontier orbital gap ... 6.86 eV
Calculated total energy ... -121346.09853 eV
Net charge ... -1

Cartesian coordinates (Å):
P (-1.1706, 4.0016, -0.7201)
F (3.1443, -0.9589, -3.9011)
F (3.7742, 0.8743, 1.7326)
F (-3.8960, 1.9492, -3.6627)
F (4.5654, -2.3249, 0.9993)
F (-1.3896, -4.8884, 0.9688)
F (0.5492, -5.2481, -1.7214)
O (-1.5323, 0.1374, -4.2767)
O (5.1058, -4.9610, 0.1522)
O (-6.1765, -3.8630, 3.3579)
O (-0.8301, -3.9161, 2.8839)
O (-0.0451, -4.9838, 4.6742)
O (4.8044, -3.2114, -1.1177)
O (1.0468, -4.9983, 2.6970)
O (-4.9847, -4.4183, 5.0070)
O (-0.5947, 2.2627, 6.2996)
O (-3.3059, -0.1356, -2.9608)
O (-1.5463, 2.5429, -0.6002)
O (6.6160, -4.4095, -1.4355)
O (-0.3751, -4.4767, -4.4667)
O (0.4376, 1.0603, 7.7283)
O (3.1666, 2.7650, 0.6225)
O (1.2429, -1.5888, -0.8094)
O (0.6637, 1.8223, -5.5791)
O (-2.6831, -1.8250, -4.3105)
O (1.6633, -4.7219, -5.5290)
O (4.6698, 2.2239, -0.9223)
O (0.9734, -0.3931, -5.9099)
O (4.2759, 4.4034, -0.4476)
O (1.5354, -4.1422, -3.3858)
O (1.3582, 0.5005, -3.9021)
N (-5.2955, -3.6090, 4.1042)
N (-0.4852, 4.6500, -2.0739)
N (-0.0273, 4.3066, 0.3559)
N (-2.6224, 4.8136, -0.7036)
N (0.0915, 1.2742, 6.5671)
C (0.5286, 0.3841, 5.5198)
C (3.1464, 1.3950, 0.5937)
C (1.7218, -0.8613, -3.8209)
C (0.8927, -0.1323, 3.1861)
C (-2.9915, 1.2860, -2.8581)
C (-1.5684, 1.2869, -3.3858)
C (-2.4943, -0.6942, -3.9092)
C (0.0378, 3.4881, 1.5387)
C (0.8756, -4.3745, 1.4115)
C (0.6181, 5.6044, 0.5059)
C (0.2262, -0.6968, -0.6799)
C (-2.8865, 6.1822, -1.1581)
C (1.0043, 0.7222, -5.2011)
C (-3.8303, 4.1676, -0.2610)
C (0.0484, -4.6808, 3.5052)
C (-3.1988, -2.3749, 4.4977)
C (0.4755, -3.9940, -2.4349)
C (3.9534, -3.1076, -0.0732)
C (5.6022, -4.2545, -0.8222)
C (1.0100, -4.4923, -4.5615)
C (4.0709, 3.2080, -0.2655)
C (-0.5750, -3.9214, 1.5535)
C (-4.2831, -0.2327, 3.0062)
C (-2.9715, -0.1045, 3.4925)
C (-0.7941, -3.9725, -3.2243)
C (-1.2355, 4.7662, -3.2919)
C (-2.4681, -1.2098, 4.2383)
C (1.1135, -1.5179, -5.0690)
C (1.0939, -0.8012, 5.8751)
C (3.9765, 1.0138, -0.6596)
C (1.3132, -1.4049, 3.4836)
C (3.8429, -4.4938, 0.4826)
C (-4.9930, -1.3760, 3.1591)
C (-4.4418, -2.4216, 3.8983)
C (1.4344, -1.7248, 4.8411)
C (0.9707, 4.3125, -2.3016)
C (0.4386, 0.7138, 4.1462)
H (1.8115, -2.1798, -5.5814)
H (2.1137, 1.0516, 0.4930)
H (0.3079, 6.0304, 1.4422)
H (1.0800, 3.4591, -3.0226)
H (1.5146, 3.9984, -1.4296)
H (-0.9868, 5.7451, -3.7826)
H (-5.9891, -1.5080, 2.6997)
H (-3.3977, 6.7463, -0.3986)
H (-0.6198, 3.8798, 2.3254)
H (-0.8846, 3.9885, -4.0195)
H (-3.0084, 1.5743, -1.8075)
H (1.3811, -1.0362, 6.8955)
H (0.1369, -2.0161, -4.9335)
H (1.4934, -3.5460, 1.2229)
H (-2.3578, 0.8007, 3.4618)
H (1.0255, 3.5080, 1.9333)
H (0.7616, -3.0656, -1.8904)
H (-0.2302, -0.3858, -1.6221)
H (-2.3000, 4.6271, -3.1805)
H (1.6973, 5.5758, 0.4843)
H (3.8169, -4.5327, 1.5735)
H (4.7573, 0.2972, -0.4599)
H (-1.2055, -2.9779, -3.3094)
H (-4.4479, 4.9021, 0.2882)
H (3.2623, 0.7877, -1.4590)
H (-3.5597, 6.2410, -2.0194)
H (1.8131, -2.6879, 5.0627)
H (0.9392, 0.1282, 2.1166)
H (1.4421, 5.2500, -2.7466)
H (3.1273, -5.2049, 0.0667)
H (-1.2193, 2.0349, -4.0386)
H (-1.4503, -4.7047, -2.7386)
H (-3.5590, 3.4202, 0.4939)
H (0.4385, 0.2608, -0.1824)
H (-4.3346, 3.7237, -1.0652)
H (1.4661, -1.2733, -2.8280)
H (0.0300, 1.6875, 3.9097)
H (3.0830, -2.5216, -0.3067)
H (-1.9644, 6.6530, -1.4551)
H (-1.4946, -1.0488, 4.6431)
H (1.5352, -2.2238, 2.7994)
H (0.3227, 6.2983, -0.2862)
H (-4.7430, 0.6074, 2.5053)
H (1.0536, -5.1423, 0.6511)
H (-0.8189, 1.2079, -2.6424)
H (-2.7667, -3.0579, 5.2209)
H (-0.6816, -2.9441, 1.0728)
H (-0.5829, -1.0934, -0.1294)
H (-0.1960, 2.4652, 1.3018)

Results of the Mulliken charge analysis, in e, for atoms 1 through 5: number 1, P, carries 1.021; number 2, F, carries -0.449; number 3, F, carries -0.355; number 4, F, carries -0.427; number 5, F, carries -0.449

***

No. 5
C21H34N2O6S | ωB97M-V with the def2-TZVPD basis set

Relative energy (zero: lowest compared OMol25 entry of this formula, charge and spin) ... 100.05 kJ/mol
SMILES string ... CC[C@@H](C)[C@H](NS(=O)(=O)c1ccc(C)cc1)C(=O)N1CCOCCOCCOCC1
Frontier orbital gap ... 9.59 eV
Calculated total energy ... -48428.53959 eV

Cartesian coordinates (Å):
S (-2.2488, 1.4057, -0.0963)
O (-3.4084, 2.1127, -0.5441)
O (1.1717, -0.0115, -3.8938)
O (2.9622, -0.4084, -1.5010)
O (-2.1516, -1.6898, -1.6514)
O (4.1819, -0.4975, -4.1597)
O (-1.1112, 1.3164, -0.9779)
N (-2.7343, -0.1140, 0.4184)
N (0.0457, -1.7021, -1.1972)
C (0.0306, 2.8273, 2.9265)
C (-1.8438, -2.1300, 1.5402)
C (-2.6271, 2.1727, 2.4894)
C (0.0125, -0.6969, -3.4827)
C (-1.9911, -1.5791, 2.9642)
C (-1.5789, -0.9839, 0.5447)
C (-0.4521, 3.4318, 5.3147)
C (-1.2407, -1.4898, -0.8626)
C (-2.2172, 2.6134, 3.7340)
C (0.3083, -1.9384, -2.6100)
C (1.1867, -1.4907, -0.3378)
C (-0.3740, 2.3851, 1.6779)
C (3.2568, 0.0132, -5.0975)
C (4.5663, 0.3520, -3.1098)
C (-1.6993, 2.0597, 1.4719)
C (1.8961, -0.1569, -0.6161)
C (-0.8839, 2.9416, 3.9678)
C (3.4572, 0.7480, -2.1319)
C (1.8704, -0.6228, -4.9526)
C (-0.6836, -1.0861, 3.5737)
C (-3.0905, -2.9192, 1.1454)
H (-0.8467, -0.7766, 4.6034)
H (-2.9341, 2.7031, 4.5368)
H (0.3202, 2.2876, 0.8575)
H (1.3597, -2.2078, -2.7090)
H (-2.7148, -0.7629, 2.9437)
H (-0.9780, -2.8021, 1.5047)
H (-3.1682, -3.8228, 1.7458)
H (5.0140, 1.2769, -3.5075)
H (3.6469, -0.2423, -6.0902)
H (0.0638, -1.8775, 3.5704)
H (3.8843, 1.4397, -1.3861)
H (1.0665, 3.0828, 3.0955)
H (-0.9975, 2.9219, 6.1052)
H (1.1801, 0.5525, -1.0522)
H (-3.3923, -0.5102, -0.2475)
H (-0.7737, -0.3480, 0.9150)
H (1.9114, -2.2889, -0.5294)
H (1.3087, -0.4924, -5.8920)
H (-0.2881, -0.2307, 3.0309)
H (-3.9804, -2.3171, 1.3078)
H (2.2883, 0.2708, 0.3222)
H (-3.6536, 1.9151, 2.2848)
H (-0.3237, -2.7705, -2.9313)
H (-2.3930, -2.3729, 3.5974)
H (-0.6576, 4.4988, 5.4020)
H (0.6138, 3.2797, 5.4629)
H (-0.5793, -0.9894, -4.3596)
H (-3.0499, -3.2006, 0.0967)
H (2.6412, 1.2585, -2.6597)
H (2.0053, -1.6969, -4.7751)
H (5.3298, -0.2155, -2.5725)
H (3.1694, 1.1013, -5.0192)
H (0.8804, -1.5548, 0.7043)
H (-0.5629, 0.0281, -2.9019)

Results of the Mulliken charge analysis, in e, for atoms 1 through 5: number 1, S, carries 1.235; number 2, O, carries -0.820; number 3, O, carries -0.131; number 4, O, carries -0.356; number 5, O, carries -0.698

***

Across the entries above, max |F| takes the values 2.44, 4.93, 5.54, 4.06, 0.77 eV/A, respectively.